ORCA calculation (the ωB97M-V functional and the def2-TZVPD basis) on C5H8O2 in the gas phase.

Positions of all 15 atoms, in Å:
O -2.460 0.114 1.001
C -1.384 -0.552 0.551
C -0.796 -0.140 -0.793
C 0.627 0.111 -0.320
C 1.833 -0.504 -0.871
O 1.540 0.870 -1.088
C 0.380 0.382 1.129
H -2.576 0.945 0.513
H -0.548 -0.775 1.351
H -1.222 0.824 -1.132
H -0.928 -0.902 -1.572
H 2.688 -0.691 -0.219
H 1.755 -1.152 -1.745
H -0.053 1.358 1.330
H 1.143 0.111 1.866

* strongest force on any atom: 0.795 eV/A
* ΔE to the lowest compared entry with this formula, charge and spin: 121.36 kcal/mol
* HOMO energy: -7.91 eV
* E_LUMO: 0.8 eV
* orbital gap: 8.705 eV
* E: -345.61156 Ha

Mulliken charges in e: number 1, O, carries -0.4016; number 2, C, carries -0.1562; number 3, C, carries -0.6920; number 4, C, carries 0.8421; number 5, C, carries -0.4311; number 6, O, carries -0.5229; number 7, C, carries -1.0109; number 8, H, carries 0.3131; number 9, H, carries 0.3168; number 10, H, carries 0.3050; number 11, H, carries 0.3064; number 12, H, carries 0.2367; number 13, H, carries 0.2351; number 14, H, carries 0.2801; number 15, H, carries 0.3795

ORCA calculation (the ωB97M-V functional and the def2-TZVPD basis) on C5H8O2 in the gas phase.

Positions of all 15 atoms, in Å:
C 1.632 -0.469 0.103
C 0.334 0.134 0.625
C -0.263 1.247 -0.229
O -1.175 0.261 -0.904
C -1.686 1.511 0.078
C -0.902 -0.708 0.252
O -0.789 -1.980 -0.194
H 2.463 0.217 0.279
H 1.596 -0.655 -0.979
H 1.866 -1.413 0.609
H 0.408 0.405 1.678
H 0.395 1.886 -0.844
H -2.056 2.252 -0.646
H -1.707 -0.683 0.992
H -0.088 -1.983 -0.855

* strongest force on any atom: 0.808 eV/A
* ΔE to the lowest compared entry with this formula, charge and spin: 117.64 kcal/mol
* HOMO energy: -7.95 eV
* E_LUMO: 0.7 eV
* orbital gap: 8.645 eV
* E: -345.61749 Ha

Mulliken charges in e: number 1, C, carries -1.7305; number 2, C, carries 0.4450; number 3, C, carries 0.0649; number 4, O, carries -0.2692; number 5, C, carries -0.8309; number 6, C, carries -0.1401; number 7, O, carries -0.5206; number 8, H, carries 0.4019; number 9, H, carries 0.4265; number 10, H, carries 0.3530; number 11, H, carries 0.4248; number 12, H, carries 0.3709; number 13, H, carries 0.1551; number 14, H, carries 0.4914; number 15, H, carries 0.3579

ORCA calculation (the ωB97M-V functional and the def2-TZVPD basis) on 2 unconnected molecules or ions with the total composition C5H8O2 at a distorted geometry.

Positions of all 15 atoms, in Å:
C -2.608 -0.520 -0.074
C -1.668 -1.004 -0.855
O -0.860 -1.468 -1.560
H -3.612 -0.916 -0.157
H -2.364 0.263 0.630
C -0.009 1.520 -0.177
C 0.552 0.608 0.612
C 1.589 -0.366 0.141
O 2.797 -0.059 0.815
H -0.759 2.217 0.190
H 0.260 1.600 -1.228
H 0.282 0.544 1.666
H 1.264 -1.394 0.369
H 1.697 -0.287 -0.952
H 3.440 -0.739 0.582

* strongest force on any atom: 1.079 eV/A
* ΔE to the lowest compared entry with this formula, charge and spin: 53.06 kcal/mol
* SMILES: C=C=O.C=CCO
* HOMO energy: -9.31 eV
* E_LUMO: 0.8 eV
* orbital gap: 10.147 eV
* E: -345.72040 Ha

Mulliken charges in e: number 1, C, carries -0.9454; number 2, C, carries 0.8578; number 3, O, carries -0.3700; number 4, H, carries 0.2726; number 5, H, carries 0.2352; number 6, C, carries -0.8234; number 7, C, carries -0.1589; number 8, C, carries -0.2632; number 9, O, carries -0.5128; number 10, H, carries 0.3432; number 11, H, carries 0.2482; number 12, H, carries 0.2801; number 13, H, carries 0.2657; number 14, H, carries 0.2701; number 15, H, carries 0.3008

Copy entry 1 word for word.
ORCA calculation (the ωB97M-V functional and the def2-TZVPD basis) on C5H8O2 in the gas phase.

Positions of all 15 atoms, in Å:
O -2.460 0.114 1.001
C -1.384 -0.552 0.551
C -0.796 -0.140 -0.793
C 0.627 0.111 -0.320
C 1.833 -0.504 -0.871
O 1.540 0.870 -1.088
C 0.380 0.382 1.129
H -2.576 0.945 0.513
H -0.548 -0.775 1.351
H -1.222 0.824 -1.132
H -0.928 -0.902 -1.572
H 2.688 -0.691 -0.219
H 1.755 -1.152 -1.745
H -0.053 1.358 1.330
H 1.143 0.111 1.866

* strongest force on any atom: 0.795 eV/A
* ΔE to the lowest compared entry with this formula, charge and spin: 121.36 kcal/mol
* HOMO energy: -7.91 eV
* E_LUMO: 0.8 eV
* orbital gap: 8.705 eV
* E: -345.61156 Ha

Mulliken charges in e: number 1, O, carries -0.4016; number 2, C, carries -0.1562; number 3, C, carries -0.6920; number 4, C, carries 0.8421; number 5, C, carries -0.4311; number 6, O, carries -0.5229; number 7, C, carries -1.0109; number 8, H, carries 0.3131; number 9, H, carries 0.3168; number 10, H, carries 0.3050; number 11, H, carries 0.3064; number 12, H, carries 0.2367; number 13, H, carries 0.2351; number 14, H, carries 0.2801; number 15, H, carries 0.3795